[1]
A structure of composition C53H40GeN3O2PPd, computed with wB97M-V/def2-TZVPD.

The geometry in XYZ format:
```
101
Properties=species:S:1:pos:R:3:lowdin_spin:R:1
Pd -0.9756 -0.3937 -0.0618 1.117
C 1.7930 3.5534 2.1563 -0.004
C 0.9863 3.6465 3.3013 0.172
C -0.1847 2.9199 3.3295 -0.015
C -0.6375 2.1567 2.2549 0.177
N 0.1497 2.1584 1.0776 0.097
C 1.3674 2.8070 1.1029 0.147
C -1.8885 1.4081 2.3838 0.036
C -2.8323 1.8527 3.3071 0.133
C -4.0437 1.1700 3.4512 0.072
C -4.2769 0.0411 2.7083 0.071
C -3.2988 -0.4366 1.8144 0.153
N -2.1318 0.2836 1.6699 0.314
C -3.5009 -1.6301 1.0434 0.096
C -4.5776 -2.5108 1.3104 0.060
C -4.8009 -3.6022 0.5192 0.035
C -3.9202 -3.8766 -0.5415 0.112
C -2.8503 -3.0252 -0.7196 0.008
N -2.6327 -1.9455 0.0223 0.162
H 2.7483 4.0494 2.1092 -0.003
H 1.2891 4.2373 4.1500 0.011
H -0.7682 2.9233 4.2353 -0.003
H 1.9484 2.7031 0.2001 0.007
H -2.6760 2.7464 3.8842 0.008
H -4.7950 1.5541 4.1248 0.002
H -5.2356 -0.4441 2.7799 0.004
H -5.2053 -2.3343 2.1689 0.004
H -5.6411 -4.2504 0.7200 0.000
H -4.0619 -4.7336 -1.1791 0.008
H -2.1178 -3.2105 -1.5018 -0.001
O 0.9075 -1.8737 -3.2499 0.020
C 1.2409 -1.7284 -2.0835 0.012
O 1.0173 -0.7041 -1.3411 0.073
C 2.0374 -2.7760 -1.3728 0.003
C 2.8704 -3.6406 -2.0672 0.000
C 3.6994 -4.4966 -1.3677 0.002
C 3.6659 -4.5000 0.0201 0.001
C 2.8048 -3.6669 0.7122 0.007
C 1.9912 -2.7793 0.0181 0.021
P 0.9082 -1.5893 0.8929 0.118
C 2.1338 -0.4381 1.5750 0.005
C 3.3541 -0.2143 0.9480 0.007
C 4.3130 0.5721 1.5617 0.000
C 4.0601 1.1386 2.8007 0.005
C 2.8278 0.9555 3.4102 0.004
C 1.8629 0.1787 2.7963 0.006
C 0.5555 -2.6447 2.3705 0.021
C 1.3814 -2.7725 3.4836 0.005
C 1.1325 -3.7487 4.4315 0.001
C 0.0556 -4.6084 4.2861 0.001
C -0.7864 -4.4749 3.1940 0.000
C -0.5364 -3.4981 2.2466 0.003
H 2.8672 -3.6037 -3.1471 0.000
H 4.3792 -5.1448 -1.9029 0.000
H 4.3264 -5.1510 0.5746 0.000
H 2.7931 -3.6897 1.7919 0.001
H 3.5498 -0.6608 -0.0157 0.000
H 5.2701 0.7238 1.0825 0.000
H 4.8216 1.7288 3.2898 0.000
H 2.6261 1.4112 4.3694 0.002
H 0.8963 0.0327 3.2627 0.001
H 2.2320 -2.1175 3.6050 0.000
H 1.7978 -3.8491 5.2778 0.000
H -0.1185 -5.3810 5.0215 0.000
H -1.6273 -5.1440 3.0736 0.000
H -1.1884 -3.3946 1.3882 0.001
C -0.2996 1.5692 -0.0306 0.537
Ge -0.0363 1.7233 -1.9755 0.039
C -1.5835 0.5128 -2.4029 0.023
C -2.7333 0.7838 -1.6400 0.023
C -3.9138 0.0856 -1.8594 0.021
C -3.9671 -0.8801 -2.8495 0.004
C -2.8497 -1.1308 -3.6287 0.020
C -1.6656 -0.4434 -3.4054 0.000
C 1.8303 1.7780 -2.7432 0.019
C 2.6101 2.8508 -2.3355 0.001
C 3.9460 2.9244 -2.6819 0.001
C 4.5115 1.9265 -3.4560 0.000
C 3.7250 0.8812 -3.9043 0.001
C 2.3866 0.8077 -3.5567 0.003
C -0.8047 3.4524 -2.6334 -0.004
C -1.5258 3.4063 -3.8207 -0.001
C -2.0306 4.5548 -4.4007 0.000
C -1.8193 5.7816 -3.7932 0.000
C -1.1075 5.8448 -2.6071 0.000
C -0.6059 4.6873 -2.0361 0.000
H -2.7358 1.6332 -0.9557 0.008
H -4.7855 0.2988 -1.2572 0.001
H -4.8813 -1.4285 -3.0204 0.000
H -2.8919 -1.8629 -4.4235 0.001
H -0.7957 -0.6578 -4.0086 0.000
H 2.1525 3.6512 -1.7677 0.000
H 4.5441 3.7540 -2.3359 0.000
H 5.5562 1.9692 -3.7206 0.000
H 4.1556 0.1006 -4.5126 0.000
H 1.7839 -0.0135 -3.9117 0.000
H -1.7015 2.4468 -4.2919 0.000
H -2.5932 4.4966 -5.3239 0.000
H -2.2164 6.6830 -4.2397 0.000
H -0.9476 6.8005 -2.1251 0.000
H -0.0616 4.7448 -1.1022 0.000
```

2S+1 = 5
Charge = 0
Orbital gap (spin up / spin down) = 4.672 / 6.814 eV



[2]
A structure of composition C53H41N8O5Ti, computed with wB97M-V/def2-TZVPD.

The geometry in XYZ format:
```
108
Properties=species:S:1:pos:R:3:lowdin_charge:R:1
Ti -0.8645 0.3136 -1.1856 1.156
O -0.0613 -0.7357 -2.5925 -0.149
C 1.1038 -1.0117 -3.1021 -0.321
C 1.1994 -1.9497 -4.1502 -0.002
C 2.4234 -2.2842 -4.6864 -0.095
C 3.6049 -1.7019 -4.2166 -0.105
C 3.5262 -0.7719 -3.2027 -0.056
C 2.2943 -0.4159 -2.6371 -0.166
C 2.2740 0.5456 -1.5629 -0.086
N 1.2279 0.8976 -0.9135 -0.034
N 1.4754 1.8853 0.0392 0.092
C 0.3406 2.4270 0.3897 -0.451
O -0.8071 2.0764 -0.0437 -0.121
C 0.3772 3.5540 1.3676 -0.127
C -0.7865 4.2800 1.5959 -0.018
C -0.7844 5.3275 2.5054 -0.086
C 0.3768 5.6502 3.1941 -0.106
C 1.5418 4.9286 2.9635 -0.093
C 1.5445 3.8874 2.0482 -0.029
H 0.2815 -2.4000 -4.5050 0.115
H 2.4664 -3.0127 -5.4884 0.096
H 4.5632 -1.9768 -4.6377 0.092
H 4.4287 -0.3089 -2.8135 0.097
H 3.2106 1.0289 -1.2862 0.114
H -1.6839 4.0043 1.0562 0.118
H -1.6929 5.8924 2.6770 0.098
H 0.3774 6.4653 3.9086 0.093
H 2.4514 5.1808 3.4952 0.095
H 2.4469 3.3272 1.8402 0.098
C 1.4373 3.3902 -3.1337 -0.056
O 0.3763 4.2378 -3.5760 -0.079
C -0.8430 4.1648 -2.9659 -0.205
C -1.5363 5.3525 -2.8650 -0.013
C -2.8433 5.4131 -2.3737 -0.108
C -3.4592 4.2488 -1.9841 -0.065
C -2.7653 3.0304 -2.0394 -0.149
C -3.4829 1.8221 -1.7439 -0.048
N -2.9497 0.6664 -1.5512 -0.047
N -3.8598 -0.3874 -1.4858 0.074
C -3.1838 -1.4790 -1.2508 -0.479
O -1.9188 -1.5251 -1.0871 -0.125
C -3.9424 -2.7594 -1.1309 -0.133
C -5.3227 -2.7695 -0.9495 -0.034
C -5.9998 -3.9728 -0.8241 -0.094
C -5.3057 -5.1750 -0.8866 -0.107
C -3.9302 -5.1675 -1.0732 -0.089
C -3.2502 -3.9639 -1.1909 -0.024
C -1.4350 2.9502 -2.5174 -0.265
O -0.8078 1.8124 -2.5875 -0.142
H 2.3395 3.8084 -3.5783 0.089
H 1.2926 2.3666 -3.4663 0.078
H 1.5287 3.4068 -2.0454 0.084
H -1.0256 6.2484 -3.1988 0.114
H -3.3585 6.3637 -2.3167 0.090
H -4.4827 4.2528 -1.6252 0.104
H -4.5702 1.8591 -1.7411 0.130
H -5.8478 -1.8242 -0.9075 0.104
H -7.0733 -3.9738 -0.6761 0.095
H -5.8375 -6.1141 -0.7890 0.093
H -3.3855 -6.1027 -1.1273 0.097
H -2.1777 -3.9339 -1.3346 0.105
C 1.2451 -5.0061 0.6727 -0.056
C 0.5429 -3.8583 0.3270 -0.121
N 1.1253 -2.7851 -0.2001 0.125
C 2.4319 -2.8330 -0.4047 -0.093
C 3.2473 -3.9051 -0.0480 -0.198
C 2.6168 -5.0264 0.4830 -0.033
C 4.7009 -3.8950 -0.2686 -0.038
C 5.5667 -2.8784 -0.3175 -0.029
C 5.3707 -1.4306 -0.0899 -0.277
C 4.4596 -0.8865 0.8119 -0.008
C 4.4136 0.4907 0.9251 -0.135
N 5.2299 1.2890 0.2348 0.081
C 6.0803 0.6730 -0.5756 -0.223
N 6.1994 -0.6350 -0.7799 0.118
H 0.7248 -5.8567 1.0936 0.099
H -0.5278 -3.7786 0.4918 0.106
H 2.8666 -1.9646 -0.8772 0.090
H 3.1990 -5.9024 0.7479 0.110
H 5.1276 -4.8801 -0.4407 0.107
H 6.5908 -3.1119 -0.5878 0.103
H 3.7983 -1.5132 1.3907 0.091
H 3.6914 0.9678 1.5786 0.101
H 6.7565 1.3075 -1.1410 0.105
N -0.7104 -0.2624 0.6824 0.067
C -1.0706 -0.2703 1.8796 -0.288
C -0.2645 -0.9886 2.9258 -0.152
C 1.0946 -1.2112 2.7031 -0.036
C 1.8497 -1.9089 3.6303 -0.087
C 1.2588 -2.4025 4.7898 -0.105
C -0.0913 -2.1864 5.0161 -0.093
C -0.8472 -1.4767 4.0906 -0.034
C -2.3126 0.4442 2.3360 -0.167
C -3.5280 0.2468 1.6922 -0.017
C -4.6444 0.9870 2.0570 -0.077
C -4.5522 1.9393 3.0623 -0.103
C -3.3385 2.1465 3.7051 -0.092
C -2.2275 1.3973 3.3487 -0.043
H 1.5201 -0.8298 1.7805 0.090
H 2.9080 -2.0760 3.4631 0.090
H 1.8514 -2.9533 5.5103 0.093
H -0.5595 -2.5708 5.9145 0.096
H -1.9010 -1.3039 4.2723 0.113
H -3.5950 -0.4709 0.8814 0.092
H -5.5848 0.8234 1.5434 0.100
H -5.4206 2.5259 3.3374 0.092
H -3.2506 2.9045 4.4750 0.097
H -1.2770 1.5673 3.8429 0.122
```

Charge = -1
Orbital gap = 6.798 eV



Total energy for the records above, in order: -4904.45094, -3708.22149 Eh
Energy above the lowest of the compared OMol25 structures with the same formula, charge and spin for the records above, in order: 25.2, 0.0 kcal/mol
Max |F| for the records above, in order: 1.4, 0.4 eV Å⁻¹